Entry 1:
Below is the molecule C4H6N4 at a distorted geometry, with properties calculated with wB97M-V/def2-TZVPD.

Each atom is followed by the atoms it is bonded to, with distances in Å.
CARTESIAN COORDINATES (ANGSTROEM)
1 C -1.2844 0.9933 -0.0283  N2 1.344, C5 1.380, H9 1.075
2 N -2.6088 0.7657 -0.0062  C1 1.344, N3 1.317
3 N -2.8797 -0.5223 0.0439  N2 1.317, N4 1.343
4 N -1.6916 -1.1481 0.0140  N3 1.343, C5 1.399, H10 1.016
5 C -0.6397 -0.2267 -0.0047  C1 1.380, N4 1.399, N6 1.414
6 N 0.6792 -0.7340 0.0325  C5 1.414, C7 1.418, C8 1.474
7 C 1.6561 0.0632 0.6802  N6 1.418, C8 1.356, H11 1.094, H12 1.121
8 C 1.7093 0.0481 -0.6743  N6 1.474, C7 1.356, H13 1.096, H14 1.090
9 H -0.8311 1.9674 -0.0617  C1 1.075
10 H -1.5274 -2.1447 -0.0944  N4 1.016
11 H 1.2685 0.8647 1.3153  C7 1.094
12 H 2.4719 -0.2217 1.3943  C7 1.121
13 H 2.3606 -0.5572 -1.3147  C8 1.096
14 H 1.3171 0.8524 -1.2959  C8 1.090

## Properties
SMILES	c1nn[nH]c1N1CC1
relative energy (zero: lowest compared OMol25 entry of this formula, charge and spin)	3.473	eV

natural (NBO) population analysis, charges in e, atoms 1 to 4: C -0.1684; N -0.2419; N -0.0544; N -0.3414


Entry 2:
Below is the molecule C7H6S2 at a distorted geometry, with properties calculated with wB97M-V/def2-TZVPD.

Each atom is followed by the atoms it is bonded to, with distances in Å.
CARTESIAN COORDINATES (ANGSTROEM)
1 C -2.2570 0.3281 -0.2504  C2 1.389, C3 1.446, H10 1.010
2 C -0.9448 0.4399 0.1920  C1 1.389, C5 1.514, C7 1.519
3 C -2.4279 1.0291 -1.5040  C1 1.446, C4 1.468, S8 1.595
4 C -1.1250 1.2860 -2.1296  C3 1.468, C7 1.735, S9 1.578
5 C 0.1509 -0.4974 0.6537  C2 1.514, C6 1.501, H11 1.089, H12 1.036
6 C 0.9053 -0.0949 -0.5797  C5 1.501, C7 1.584, H13 1.112, H14 1.138
7 C -0.0345 1.1633 -0.7857  C2 1.519, C4 1.735, C6 1.584, H15 1.144
8 S -3.6887 1.4752 -2.3727  C3 1.595
9 S -0.7570 1.4547 -3.6552  C4 1.578
10 H -2.8493 -0.2991 0.2741  C1 1.010
11 H 0.5599 -0.2494 1.6324  C5 1.089
12 H -0.2875 -1.4335 0.5808  C5 1.036
13 H 1.9505 0.2767 -0.6552  C6 1.112
14 H 0.8475 -0.9859 -1.2852  C6 1.138
15 H 0.2976 2.2348 -0.5594  C7 1.144

## Properties
spin multiplicity	3
relative energy (zero: lowest compared OMol25 entry of this formula, charge and spin)	0.000	eV

natural (NBO) population analysis, charges in e, atoms 1 to 4: C -0.2519; C 0.1016; C -0.3962; C -0.1699


Entry 3:
Below is a cluster of 5 separate species, C29H47BF13N4O12 in total at a distorted geometry, with properties calculated with wB97M-V/def2-TZVPD.

Each atom is followed by the atoms it is bonded to, with distances in Å.
CARTESIAN COORDINATES (ANGSTROEM)
1 C -4.9765 -0.3613 -2.5523  C2 1.557, H24 1.089, H25 1.089, H26 1.090
2 C -4.7518 -1.8987 -2.6584  C1 1.557, C3 1.549, H27 1.089, H28 1.088
3 C -3.8512 -2.2737 -3.8621  C2 1.549, C4 1.544, H29 1.090, H30 1.089
4 C -2.4097 -2.6562 -3.4629  C3 1.544, C5 1.549, H31 1.088, H32 1.091
5 C -1.7912 -1.7017 -2.4113  C4 1.549, N6 1.498, C15 1.538, H33 1.090
6 N -2.0069 -2.3331 -1.0696  C5 1.498, C7 1.359, H34 1.021
7 C -1.0283 -3.2231 -0.7593  N6 1.359, N8 1.285, N12 1.402
8 N -0.9596 -3.6866 0.4377  C7 1.285, C9 1.481, H35 1.013
9 C 0.0849 -4.6350 0.8886  N8 1.481, C10 1.550, H36 1.087, H37 1.088
10 C 0.0614 -4.7451 2.4340  C9 1.550, O11 1.421, H38 1.098, H39 1.085
11 O -0.3749 -6.0333 2.8467  C10 1.421, H40 0.963
12 N -0.0491 -3.6570 -1.6633  C7 1.402, F13 1.386, C14 1.466
13 F -0.4923 -4.7033 -2.4565  N12 1.386
14 C 0.5793 -2.5784 -2.4311  N12 1.466, C15 1.544, H41 1.086, H42 1.092
15 C -0.3142 -1.3365 -2.6381  C5 1.538, C14 1.544, C16 1.555, B21 1.623
16 C -0.0790 -0.7838 -4.0729  C15 1.555, C17 1.550, H43 1.089, H44 1.091
17 C 1.3953 -0.3852 -4.3385  C16 1.550, C18 1.507, H45 1.092, H46 1.087
18 C 1.6409 1.1005 -4.4029  C17 1.507, O19 1.174, O20 1.338
19 O 2.6955 1.5188 -4.1022  C18 1.174
20 O 0.6740 1.9355 -4.7998  C18 1.338, H47 0.968
21 B 0.1242 -0.1198 -1.6579  C15 1.623, N22 1.474, O23 1.354
22 N 0.8255 -0.4741 -0.4106  B21 1.474, H48 1.018, H49 1.017
23 O -0.1439 1.1606 -2.0081  B21 1.354, H50 0.967
24 H -4.3178 0.1836 -3.2270  C1 1.089
25 H -5.9939 -0.1281 -2.8613  C1 1.089
26 H -4.8814 0.0123 -1.5323  C1 1.090
27 H -5.7338 -2.3174 -2.8747  C2 1.089
28 H -4.4412 -2.3429 -1.7149  C2 1.088
29 H -3.8748 -1.4593 -4.5857  C3 1.090
30 H -4.2926 -3.1558 -4.3242  C3 1.089
31 H -1.8074 -2.7906 -4.3587  C4 1.088
32 H -2.4986 -3.6458 -3.0125  C4 1.091
33 H -2.3638 -0.7745 -2.4273  C5 1.090
34 H -1.9658 -1.5995 -0.3605  N6 1.021
35 H -1.6290 -3.3892 1.1380  N8 1.013
36 H 0.0178 -5.5967 0.3857  C9 1.087
37 H 1.0456 -4.2012 0.6196  C9 1.088
38 H -0.6236 -3.9999 2.8590  C10 1.098
39 H 1.0706 -4.6110 2.8080  C10 1.085
40 H -0.9062 -6.3962 2.1300  O11 0.963
41 H 1.5448 -2.3473 -1.9903  C14 1.086
42 H 0.7999 -2.9938 -3.4168  C14 1.092
43 H -0.3952 -1.4836 -4.8447  C16 1.089
44 H -0.6835 0.1180 -4.1785  C16 1.091
45 H 1.6644 -0.7788 -5.3214  C17 1.092
46 H 2.1245 -0.7966 -3.6458  C17 1.087
47 H 0.8145 2.7461 -4.2904  O20 0.968
48 H 1.1793 0.3515 0.0678  N22 1.018
49 H 0.1436 -0.8986 0.2137  N22 1.017
50 H 0.2125 1.8039 -1.3802  O23 0.967
51 C 1.5065 -9.0063 1.4243  C52 1.514, H60 1.090, H61 1.091, H62 1.091
52 C 1.5621 -10.5029 1.2029  C51 1.514, O53 1.435, H63 1.088, H64 1.089
53 O 1.1909 -11.2054 2.3983  C52 1.435, C54 1.331
54 C -0.1154 -11.3667 2.5953  O53 1.331, O55 1.196, C56 1.535
55 O -0.9834 -10.9744 1.8722  C54 1.196
56 C -0.3554 -12.1744 3.8784  C54 1.535, F57 1.342, F58 1.343, F59 1.334
57 F 0.4400 -11.7614 4.8775  C56 1.342
58 F -0.1045 -13.4766 3.6675  C56 1.343
59 F -1.6191 -12.0614 4.2907  C56 1.334
60 H 2.1225 -8.7220 2.2780  C51 1.090
61 H 1.8612 -8.4745 0.5402  C51 1.091
62 H 0.4875 -8.6829 1.6410  C51 1.091
63 H 2.5798 -10.8110 0.9715  C52 1.088
64 H 0.9338 -10.8073 0.3667  C52 1.089
65 C 3.4335 4.1660 -3.1418  C66 1.512, H74 1.091, H75 1.094, H76 1.094
66 C 4.4407 4.6403 -2.1187  C65 1.512, O67 1.440, H77 1.088, H78 1.089
67 O 4.4507 6.0781 -2.0337  C66 1.440, C68 1.326
68 C 3.4994 6.5678 -1.2504  O67 1.326, O69 1.199, C70 1.534
69 O 2.6907 5.8996 -0.6708  C68 1.199
70 C 3.6009 8.0962 -1.1600  C68 1.534, F71 1.341, F72 1.343, F73 1.335
71 F 3.8314 8.6476 -2.3605  C70 1.341
72 F 4.6076 8.4528 -0.3456  C70 1.343
73 F 2.4752 8.6272 -0.6769  C70 1.335
74 H 3.6267 4.6210 -4.1144  C65 1.091
75 H 3.4583 3.0774 -3.2445  C65 1.094
76 H 2.4205 4.4541 -2.8448  C65 1.094
77 H 5.4456 4.3387 -2.4073  C66 1.088
78 H 4.2409 4.2099 -1.1381  C66 1.089
79 C -1.3191 6.2420 0.4349  C80 1.512, H88 1.086, H89 1.090, H90 1.091
80 C -0.9743 4.8258 0.0338  C79 1.512, O81 1.443, H91 1.090, H92 1.091
81 O -1.1725 3.9098 1.1313  C80 1.443, C82 1.327
82 C -2.4065 3.4527 1.3030  O81 1.327, O83 1.195, C84 1.535
83 O -3.3608 3.7300 0.6395  C82 1.195
84 C -2.4282 2.4534 2.4682  C82 1.535, F85 1.338, F86 1.357, F87 1.332
85 F -1.7119 2.8846 3.5122  C84 1.338
86 F -1.9029 1.2638 2.0796  C84 1.357
87 F -3.6691 2.2236 2.8931  C84 1.332
88 H -0.7577 6.5341 1.3175  C79 1.086
89 H -1.0917 6.9359 -0.3739  C79 1.090
90 H -2.3782 6.3321 0.6813  C79 1.091
91 H 0.0824 4.7630 -0.2263  C80 1.090
92 H -1.5445 4.5045 -0.8390  C80 1.091
93 C 2.2609 6.4261 6.8948  C94 1.514, H102 1.090, H103 1.090, H104 1.090
94 C 0.7884 6.7406 6.7400  C93 1.514, O95 1.440, H105 1.088, H106 1.089
95 O 0.5751 7.6847 5.6740  C94 1.440, C96 1.326
96 C 0.4995 7.1811 4.4498  O95 1.326, O97 1.197, C98 1.534
97 O 0.5937 6.0246 4.1558  C96 1.197
98 C 0.2239 8.3042 3.4419  C96 1.534, F99 1.340, F100 1.345, F101 1.339
99 F 0.9683 9.3926 3.6801  C98 1.340
100 F -1.0636 8.6912 3.4887  C98 1.345
101 F 0.4794 7.9091 2.1879  C98 1.339
102 H 2.8341 7.3428 7.0366  C93 1.090
103 H 2.4229 5.7727 7.7514  C93 1.090
104 H 2.6521 5.9339 6.0040  C93 1.090
105 H 0.4098 7.2150 7.6433  C94 1.088
106 H 0.2002 5.8385 6.5757  C94 1.089

## Properties
energy	-97364.2706	eV
net charge	+1

Löwdin population analysis, charges in e, atoms 1 to 4: C -0.0972; C -0.2378; C -0.1799; C -0.1276